# 1
ORCA calculation (ωB97M-V/def2-TZVPD) on a single C6H6O molecule at a distorted geometry.

The geometry in XYZ format:
```
13
C6H6O (ωB97M-V/def2-TZVPD)
H -0.36281 1.25521 1.48231
H -1.78484 -2.06529 1.00122
C -1.19668 -0.02736 -0.20478
O 1.80752 -0.37783 0.69538
C -0.20307 -1.20559 -0.41122
C -0.32548 1.11584 0.35082
C 1.27854 -0.75752 -0.53928
H 1.61445 1.48843 -0.32737
H 1.78768 -0.97037 -1.40095
H -0.70277 2.19093 -0.01248
C -1.10827 -1.37043 0.52220
H -1.88173 0.09012 -1.06584
C 1.07745 0.63385 -0.09001
```

## Properties
E_HOMO: -8.8 eV
total energy: -8360.728 eV
frontier orbital gap: 9.4 eV
energy relative to the best compared isomer or geometry (same formula, charge and spin): 557.5 kJ/mol
SMILES: C1=C2[C@@H]1C[C@H]1O[C@@H]21



# 2
ORCA calculation (ωB97M-V/def2-TZVPD) on a single C6H6O molecule at a distorted geometry.

The geometry in XYZ format:
```
13
C6H6O (ωB97M-V/def2-TZVPD)
C -0.62572 0.20528 0.44653
H -1.19137 2.25958 -0.50820
H 2.73815 0.16887 0.89290
O 2.40537 -1.61797 0.37291
C 1.40965 0.28739 -0.74099
H -2.95637 0.25809 0.45602
H -0.46545 0.06332 1.48929
C -2.08381 0.06094 -0.20573
C -1.15415 1.15392 -0.59446
H -2.23212 -0.87969 -0.77989
H 1.98047 -2.17543 -0.26389
C 0.11548 0.51311 -0.86423
C 2.05986 -0.29742 0.29976
```

## Properties
E_HOMO (alpha / beta): -7.7 / -7.7 eV
total energy: -8359.577 eV
frontier orbital gap (alpha / beta): 8.5 / 8.5 eV
energy relative to the best compared isomer or geometry (same formula, charge and spin): 668.6 kJ/mol
SMILES: OC=C=C1[C@H]2C[C@@H]12



# 3
ORCA calculation (ωB97M-V/def2-TZVPD) on a single C6H6O molecule at a distorted geometry.

The geometry in XYZ format:
```
13
C6H6O (ωB97M-V/def2-TZVPD)
H 0.90441 0.82544 2.81103
C 0.00196 -0.12777 1.03298
C 0.36206 0.08127 2.28992
C -0.70771 -1.33167 0.80044
C -0.04198 0.76272 -1.23363
H 1.62359 1.93789 -1.95625
O 0.40135 0.78330 0.10092
C -0.94446 -2.36752 0.07517
H 0.26344 -0.82540 2.89625
H -0.07671 1.88828 -3.01934
C 0.54726 1.46812 -2.12971
H -0.85710 0.09380 -1.52483
H -1.47609 -3.18845 -0.14295
```

## Properties
E_HOMO: -8.6 eV
total energy: -8361.309 eV
frontier orbital gap: 9.1 eV
energy relative to the best compared isomer or geometry (same formula, charge and spin): 501.4 kJ/mol
SMILES: C#CC(=C)OC=C



# 4
ORCA calculation (ωB97M-V/def2-TZVPD) on a molecular structure, C6H6O.

The geometry in XYZ format:
```
13
C6H6O (ωB97M-V/def2-TZVPD)
C 1.19741 -0.57354 -0.49205
H 0.58203 2.12472 -0.11896
C -1.35073 -0.53914 -0.50972
C -0.09762 -0.02193 -0.01409
H -3.33012 -1.33327 -1.29329
C 0.09708 1.39009 0.53222
H -0.80616 1.81040 0.98228
C -2.39895 -0.95606 -0.93033
H 1.98164 0.11875 -0.79009
H 1.12452 -1.51664 -1.02934
H 1.58181 -1.07832 0.71639
O 0.98283 0.87314 1.54544
C 0.63343 -0.45283 1.27924
```

## Properties
E_HOMO: -8.8 eV
total energy: -8360.139 eV
frontier orbital gap: 9.7 eV
energy relative to the best compared isomer or geometry (same formula, charge and spin): 614.3 kJ/mol



# 5
ORCA calculation (ωB97M-V/def2-TZVPD) on a single C6H6O molecule.

The geometry in XYZ format:
```
13
C6H6O (ωB97M-V/def2-TZVPD)
H -1.64037 0.63619 1.27156
H 2.20155 2.77030 -0.87034
H -2.02806 -0.27636 -0.16358
O 0.18013 -2.01032 0.93262
C 0.28423 -1.45463 -0.39722
C 0.23108 -0.84880 1.56630
H -0.48785 -1.84287 -1.05411
C -1.35002 0.45736 0.24538
H -1.45353 1.38365 -0.29979
H 1.28067 -1.64165 -0.79430
C 1.02791 0.97293 -0.14351
C 0.09086 -0.06903 0.22135
C 1.66340 1.92324 -0.51436
```

## Properties
E_HOMO: -8.8 eV
total energy: -8361.190 eV
frontier orbital gap: 9.6 eV
energy relative to the best compared isomer or geometry (same formula, charge and spin): 512.9 kJ/mol



# 6
ORCA calculation (ωB97M-V/def2-TZVPD) on a single C6H6O molecule.

The geometry in XYZ format:
```
13
C6H6O (ωB97M-V/def2-TZVPD)
H -2.45899 0.67419 0.42761
C -0.36374 1.29077 0.30695
C 0.48071 0.26049 0.29888
H -0.62015 -1.54980 0.62617
C -1.66707 0.83167 -0.32435
H -2.05600 1.51804 -1.08717
C 2.80379 -0.79937 0.39331
H -0.22711 2.29349 0.69335
H 3.55276 -1.53177 0.17998
H 0.33774 -1.57125 -0.87931
O -1.35639 -0.40196 -0.94258
C -0.27537 -0.94399 -0.23007
C 1.84981 -0.07051 0.53723
```

## Properties
E_HOMO: -9.1 eV
total energy: -8363.327 eV
frontier orbital gap: 10.1 eV
energy relative to the best compared isomer or geometry (same formula, charge and spin): 306.7 kJ/mol
SMILES: C#CC1=CCOC1



# 7
ORCA calculation (ωB97M-V/def2-TZVPD) on a single C6H6O molecule at a distorted geometry.

The geometry in XYZ format:
```
13
C6H6O (ωB97M-V/def2-TZVPD)
H 0.66760 -0.06113 1.58631
H 2.34017 0.77190 -0.51345
C -0.97098 -0.02935 0.01404
C -1.47821 1.25876 -0.10476
H 1.50545 2.01345 -0.04518
H -1.61372 -3.69689 0.16462
C 0.67774 -0.03577 0.47916
H 1.14737 -1.10214 0.12120
H 1.05641 1.38622 -1.37898
O -1.88629 2.38635 -0.26632
C -1.27652 -1.40732 0.14262
C -1.56154 -2.59215 0.13517
C 1.39253 1.10806 -0.33445
```

## Properties
E_HOMO: -8.5 eV
total energy: -8361.392 eV
frontier orbital gap: 8.8 eV
energy relative to the best compared isomer or geometry (same formula, charge and spin): 493.5 kJ/mol
SMILES: C#CC(=C=O)CC



# 8
ORCA calculation (ωB97M-V/def2-TZVPD) on 2 unconnected molecules or ions with the total composition C6H6O at a distorted geometry.

The geometry in XYZ format:
```
13
C6H6O (ωB97M-V/def2-TZVPD)
C -2.10215 0.40724 -1.27641
O 0.65513 -2.20120 0.00190
C -0.21424 0.71048 0.51988
H 0.12050 -2.90221 -0.40542
C 1.92358 0.96485 -0.89698
C 1.00000 0.91633 -0.16125
C -1.37118 0.74434 -0.34265
H 2.67417 0.91718 -1.55672
H -3.02441 0.65193 -1.88400
H 1.43297 -2.07795 -0.58796
H -1.27470 0.44384 2.23377
C -0.31929 0.65411 1.85697
H 0.49962 0.77106 2.49885
```

## Properties
E_HOMO: -9.0 eV
total energy: -8361.476 eV
frontier orbital gap: 9.3 eV
energy relative to the best compared isomer or geometry (same formula, charge and spin): 485.3 kJ/mol
SMILES: C#CC(=C)C#C.O



# 9
ORCA calculation (ωB97M-V/def2-TZVPD) on a molecular structure, C6H6O18Zn at a distorted geometry.

The geometry in XYZ format:
```
31
C6H6O18Zn (ωB97M-V/def2-TZVPD)
O 0.73667 2.13195 -0.58161
O -0.77320 0.91647 1.82217
Zn -0.07976 0.11906 -0.20134
H 1.60512 -0.67880 -3.84493
H -2.63067 1.84074 -2.95124
O -1.10351 -1.75287 0.24121
O 2.13672 3.91811 -0.71568
H -2.59613 1.06517 4.15619
O -3.72552 -0.34845 -1.16811
O 1.67085 -0.48254 0.98725
O -2.54576 -3.33266 -0.40166
C 1.70958 -1.57106 -2.30699
O 3.51720 -1.49766 1.62189
C -3.01642 0.53106 -1.66376
C -1.37202 -2.87417 -0.23363
O 0.90579 -0.70272 -1.87175
O -3.41896 1.36320 -2.67160
O -1.71588 1.28878 3.83400
O 2.88399 0.46980 2.58083
H 2.07621 4.11756 0.26645
C -1.79315 0.79790 2.55755
H -0.94783 -4.56765 -0.50388
O 1.96681 -1.56178 -3.67300
O 1.43043 3.18121 1.23897
O 2.26415 -2.41693 -1.60590
C 1.35827 3.05657 -0.03006
O -1.82442 0.66031 -1.20842
O -2.87642 0.26364 2.26722
O -0.37695 -3.79353 -0.41286
C 2.70714 -0.54964 1.69865
H 3.82766 0.40891 2.77403
```

## Properties
E_HOMO: 3.5 eV
total energy: -91587.687 eV
frontier orbital gap: 5.7 eV
energy relative to the best compared isomer or geometry (same formula, charge and spin): 51.1 kJ/mol
net charge: -4



# 10
ORCA calculation (ωB97M-V/def2-TZVPD) on a single C6H6O2 molecule at a distorted geometry.

The geometry in XYZ format:
```
14
C6H6O2 (ωB97M-V/def2-TZVPD)
C 1.03340 -1.11046 -0.08504
C -0.09302 -0.47229 -0.36468
C 1.89654 0.12378 0.11460
H 1.53745 -1.41348 -1.11748
C -0.19210 0.83191 -0.53373
H -3.26046 -0.22036 -0.30168
C 1.16619 1.30553 0.04442
H -2.42638 0.24467 1.28446
C -2.26927 0.01823 0.23403
H 1.02983 -2.06578 0.67382
H 1.69625 2.29575 0.22016
H 2.85342 0.16267 0.22606
O -1.51632 1.36927 -0.22729
O -1.45552 -1.06943 -0.16766
```

## Properties
E_HOMO: -8.1 eV
total energy: -10408.744 eV
frontier orbital gap: 8.9 eV
energy relative to the best compared isomer or geometry (same formula, charge and spin): 450.1 kJ/mol
SMILES: C1=CC2=C(C1)OCO2



# 11
ORCA calculation (ωB97M-V/def2-TZVPD) on a single C6H6O2 molecule at a distorted geometry.

The geometry in XYZ format:
```
14
C6H6O2 (ωB97M-V/def2-TZVPD)
C -0.44028 -1.34387 -1.35118
C -0.35286 -0.20827 -0.62133
C 1.29344 1.36667 0.63015
H -2.09177 0.59819 -1.83681
C 0.57958 0.05861 0.48435
C -1.45524 0.80432 -0.92101
O 1.25702 2.26014 -0.18735
H 0.28089 -2.19267 -1.06874
H -0.03912 -1.63775 1.67764
C 0.57070 -0.74082 1.59164
H 1.37631 -0.51502 2.32369
H 1.87345 1.37662 1.61061
H -1.11860 -1.52363 -2.20067
O -1.73352 1.69747 -0.13100
```

## Properties
E_HOMO: -10.0 eV
total energy: -10411.878 eV
frontier orbital gap: 9.9 eV
energy relative to the best compared isomer or geometry (same formula, charge and spin): 147.8 kJ/mol
SMILES: C=C(C=O)C(=C)C=O



# 12
ORCA calculation (ωB97M-V/def2-TZVPD) on a single C6H6O2 molecule at a distorted geometry.

The geometry in XYZ format:
```
14
C6H6O2 (ωB97M-V/def2-TZVPD)
C -0.08737 0.97649 0.00770
H -0.37445 -2.30186 -0.01729
H 1.63145 2.13720 -0.18053
C 0.56972 2.11029 -0.01244
O -1.48714 0.81392 -0.03591
C 1.84774 -0.84599 0.01764
H -2.43622 -0.83308 0.87795
H 0.05056 3.03908 0.20526
H -2.46109 -0.82325 -0.89226
C -1.82336 -0.58720 -0.05884
H 1.94435 -1.98417 0.19856
C -0.55063 -1.26173 -0.02487
C 0.46427 -0.40185 -0.00836
O 2.71219 -0.03787 -0.07661
```

## Properties
E_HOMO: -8.6 eV
total energy: -10412.188 eV
frontier orbital gap: 8.8 eV
energy relative to the best compared isomer or geometry (same formula, charge and spin): 117.9 kJ/mol
SMILES: C=C1OCC=C1C=O